# 1
A molecular structure, C5H13N3 at a distorted geometry. Source: OMol25; level of theory: wB97M-V/def2-TZVPD.

As for the energy above the lowest of the compared OMol25 structures with the same formula, charge and spin: 166.18 kcal/mol. The calculation puts the orbital gap at 9.400 eV. The calculation puts the calculated total energy at -362.31745 a.u.

Each line ends with the Löwdin charge.
CARTESIAN COORDINATES (ANGSTROEM)
C1 1.4469 -0.7876 1.7884  -0.02
C2 -0.7923 -1.0004 0.3870  -0.39
C3 -0.4211 -1.5836 -1.0769  -0.19
C4 -0.8687 0.3649 0.8535  -0.17
C5 -1.0999 1.9073 0.0720  -0.17
H1 0.9953 -1.4755 2.6926  0.12
H2 2.1334 -1.4723 1.1702  0.07
H3 2.0469 0.0591 2.0055  0.03
H4 -1.3343 -1.8468 1.0758  0.17
H5 -1.4012 -2.0197 -1.7703  0.13
H6 0.5771 -2.5123 -1.1321  0.17
H7 0.1633 -1.0693 -2.8098  0.08
H8 1.1260 -0.3692 -1.7575  0.02
H9 -1.1003 0.7136 1.8988  0.12
H10 -1.9537 1.9848 -0.6760  0.10
H11 -1.4469 2.3685 1.0177  0.06
H12 1.1600 2.6369 -0.2550  0.11
H13 0.1619 2.2081 -1.5681  0.03
N1 0.3823 -0.4016 0.6498  -0.15
N2 0.1389 -0.3411 -1.9623  -0.06
N3 0.0865 2.6361 -0.6032  -0.08

Atoms 1-3, force components in eV/Å:
-2.43 -3.29 -2.06
-2.00 -6.64 -1.43
-1.18 -0.29 -2.59


# 2
2 unconnected molecules or ions with the total composition C5H13N3 at a distorted geometry. Source: OMol25; level of theory: wB97M-V/def2-TZVPD.

As for the energy above the lowest of the compared OMol25 structures with the same formula, charge and spin: 78.53 kcal/mol. The calculation puts the orbital gap at 8.412 eV. The calculation puts the calculated total energy at -362.45713 a.u.

Each line ends with the Löwdin charge.
CARTESIAN COORDINATES (ANGSTROEM)
C1 -0.9174 0.1295 0.1049  -0.50
C2 -0.0111 -0.9118 -0.2789  -0.11
C3 -0.6751 0.9101 1.3740  -0.03
C4 2.7355 -0.3926 -0.1544  -0.09
C5 1.4707 0.1803 -0.7207  -0.34
N1 -1.5636 0.8204 -0.9039  0.10
N2 -1.9537 -1.5462 0.5528  -0.03
N3 1.5066 1.1997 -1.4487  0.10
H1 -1.4354 0.5492 -1.8663  0.10
H2 -2.1375 1.6070 -0.6419  0.10
H3 0.5889 1.5530 -1.7319  0.03
H4 -2.7232 -1.4913 -0.1130  -0.01
H5 -2.3710 -1.3729 1.4659  -0.01
H6 0.4099 -1.5086 0.5159  0.09
H7 -0.1932 -1.3978 -1.2288  0.10
H8 -0.1028 0.3186 2.0835  0.09
H9 -1.6311 1.1546 1.8388  0.08
H10 -0.1435 1.8392 1.1647  0.09
H11 2.8213 -1.4475 -0.4214  0.07
H12 3.6095 0.1437 -0.5266  0.07
H13 2.7160 -0.3368 0.9360  0.07

Atoms 1-3, force components in eV/Å:
-3.03 -2.31 0.53
5.23 3.33 -1.76
-0.45 -0.35 -0.05


# 3
2 unconnected molecules or ions with the total composition C5H13N3 at a distorted geometry. Source: OMol25; level of theory: wB97M-V/def2-TZVPD.

As for the energy above the lowest of the compared OMol25 structures with the same formula, charge and spin: 109.60 kcal/mol. The calculation puts the orbital gap at 7.783 eV. The calculation puts the calculated total energy at -362.40762 a.u. Its SMILES is [H]/N=C(/C)NN.C=CC.

Each line ends with the Löwdin charge.
CARTESIAN COORDINATES (ANGSTROEM)
H1 -1.4308 -0.2736 2.1620  0.04
N1 -1.4118 -1.1798 1.6894  0.16
C1 -0.4803 -1.2110 0.8055  -0.43
C2 -0.0563 -2.5243 0.2046  -0.04
N2 0.6014 -0.1360 0.7299  -0.12
N3 0.7179 0.7656 1.8241  0.04
H2 -0.9503 -3.0783 -0.0846  0.09
H3 0.5639 -2.3746 -0.6820  0.07
H4 0.5015 -3.1132 0.9385  0.09
H5 1.4855 -0.4534 0.3360  0.13
H6 -0.2006 1.1799 1.9842  0.06
H7 1.3230 1.5375 1.5474  0.09
C3 1.0852 0.6851 -1.8774  -0.08
C4 0.0241 0.6639 -1.0129  -0.37
C5 -0.8404 1.8822 -0.8047  -0.11
H8 1.3423 1.5730 -2.4420  0.03
H9 1.6595 -0.2154 -2.0704  0.02
H10 -0.7343 -0.2881 -0.9658  0.13
H11 -1.6079 1.6859 -0.0524  0.06
H12 -1.3466 2.1314 -1.7384  0.08
H13 -0.2448 2.7433 -0.4911  0.07

Atoms 1-3, force components in eV/Å:
-0.05 -0.26 0.12
0.57 0.67 -1.87
2.54 0.53 3.77


# 4
A single C5H13N3 molecule. Source: OMol25; level of theory: wB97M-V/def2-TZVPD.

As for the energy above the lowest of the compared OMol25 structures with the same formula, charge and spin: 32.92 kcal/mol. The calculation puts the orbital gap at 8.874 eV. The calculation puts the calculated total energy at -362.52982 a.u. Its SMILES is C=C(N)N(N)C(C)C.

Each line ends with the Löwdin charge.
CARTESIAN COORDINATES (ANGSTROEM)
C1 2.3586 -0.9014 0.1645  0.03
C2 1.5182 0.0317 -0.3079  -0.46
N1 1.9583 1.2846 -0.7304  0.11
N2 0.1598 -0.1817 -0.5999  -0.17
N3 -0.2582 -1.5021 -0.8708  0.06
C3 -0.8218 0.5460 0.2090  -0.41
C4 -2.0674 0.8182 -0.6298  -0.07
C5 -1.1889 -0.1881 1.5054  -0.06
H1 2.0334 -1.8886 0.4291  0.03
H2 3.4099 -0.7039 0.2572  0.04
H3 2.7907 1.6201 -0.2609  0.09
H4 1.2352 1.9784 -0.8221  0.08
H5 -0.0624 -2.1364 -0.0978  0.07
H6 0.2568 -1.8235 -1.6798  0.09
H7 -0.3591 1.4998 0.4778  0.13
H8 -1.7994 1.3258 -1.5519  0.07
H9 -2.5456 -0.1240 -0.8856  0.07
H10 -2.7677 1.4343 -0.0810  0.07
H11 -1.6888 -1.1294 1.2822  0.07
H12 -0.2971 -0.3877 2.0956  0.07
H13 -1.8646 0.4279 2.0970  0.08

Atoms 1-3, force components in eV/Å:
-0.23 0.15 -0.06
0.41 -0.38 -0.08
0.20 0.14 0.32


# 5
2 unconnected molecules or ions with the total composition C5H13N3O at a distorted geometry. Source: OMol25; level of theory: wB97M-V/def2-TZVPD.

As for the energy above the lowest of the compared OMol25 structures with the same formula, charge and spin: 145.50 kcal/mol. The calculation puts the orbital gap (spin up / spin down) at 8.476 / 8.475 eV. The calculation puts the calculated total energy at -437.62222 a.u.

Each line ends with the Löwdin charge.
CARTESIAN COORDINATES (ANGSTROEM)
C1 3.4460 -0.2259 0.3511  -0.25
C2 -2.2158 1.6219 0.1400  -0.12
C3 -2.3237 0.1268 -0.2529  -0.26
C4 -1.2226 -0.7317 0.2927  -0.21
C5 -0.0709 -1.2614 -0.6398  -0.35
N1 4.3419 0.7931 0.3320  0.08
N2 0.9883 -1.7641 0.0323  0.10
N3 2.2996 -0.1710 -0.1776  -0.15
O1 1.6503 0.7047 -0.7990  -0.10
H1 3.8534 -1.1363 0.7569  0.13
H2 -3.0437 2.2725 -0.4453  0.10
H3 -2.5122 1.8271 1.1769  0.06
H4 -1.3299 2.1998 -0.1765  0.06
H5 -3.2982 -0.2019 0.1136  0.10
H6 -2.3670 0.0442 -1.2908  0.08
H7 -0.7307 -0.4169 1.1605  0.09
H8 -1.6353 -1.6949 0.5865  0.10
H9 0.3166 -0.2688 -1.1530  0.13
H10 -0.5411 -1.7368 -1.5769  0.15
H11 5.2394 0.8689 0.7560  0.08
H12 3.9141 1.6996 -0.0830  0.14
H13 1.4922 -2.4088 -0.5104  0.05

Atoms 1-3, force components in eV/Å:
1.08 -0.42 0.28
-2.32 2.04 -1.80
0.11 1.63 1.69


# 6
A molecular structure, C5H13N3O at a distorted geometry. Source: OMol25; level of theory: wB97M-V/def2-TZVPD.

As for the energy above the lowest of the compared OMol25 structures with the same formula, charge and spin: 150.81 kcal/mol. The calculation puts the orbital gap at 10.210 eV. The calculation puts the calculated total energy at -437.61376 a.u.

Each line ends with the Löwdin charge.
CARTESIAN COORDINATES (ANGSTROEM)
C1 -0.8576 0.1112 1.3849  -0.06
C2 -2.3212 1.1274 -0.3906  -0.05
C3 -1.6340 -1.2635 -0.6898  -0.03
C4 3.5085 -0.5830 0.0735  -0.02
C5 -1.1799 0.1545 -0.1249  -0.67
N1 1.4566 -0.4441 -0.7813  0.19
N2 -0.1173 0.6174 -0.9361  0.11
N3 2.3493 0.2233 -0.2053  -0.46
O1 2.3436 1.4243 0.1321  -0.04
H1 -0.3043 -0.7983 1.6911  0.08
H2 -0.3209 0.8861 1.7857  0.04
H3 -1.7102 0.1194 2.0877  0.09
H4 -1.9235 1.8000 -1.2610  0.12
H5 -2.5590 1.7784 0.4672  0.08
H6 -3.1977 0.6554 -0.8040  0.06
H7 -2.1466 -1.1020 -1.6729  0.09
H8 -0.7904 -1.7801 -0.9657  0.02
H9 -2.3177 -1.7986 -0.0980  0.06
H10 4.4237 -0.0441 0.3898  0.10
H11 3.1591 -1.1264 0.9713  0.10
H12 3.7841 -1.3533 -0.6680  0.10
H13 0.3557 1.3958 -0.3860  0.08

Atoms 1-3, force components in eV/Å:
-1.26 -2.87 0.37
1.03 2.42 -1.63
-0.81 3.11 -1.28


Q: energy above the lowest of the compared OMol25 structures with the same formula, charge and spin of number 3 (C5H13N3)?
A: 109.60 kcal/mol


Q: Which formula does entry 4 have?
A: C5H13N3